No. 1
Below is one molecule with the formula C4H8O at a distorted geometry, with properties calculated with the ωB97M-V functional and the def2-TZVPD basis.

```
13
Properties=species:S:1:pos:R:3:forces:R:3:nbo_charge:R:1
C 0.63328 0.59057 1.52833 1.440 3.211 3.064 -0.62
C 0.05115 -0.48833 0.70344 0.786 -1.278 -1.836 -0.46
C -0.38184 0.17444 -0.59425 -1.186 -0.145 0.045 0.06
C -0.57506 -0.54653 -1.83603 -0.682 0.416 -1.640 -0.13
H -0.08978 1.58653 1.35929 2.363 -2.330 0.630 0.20
H 1.75706 0.76325 1.23298 -2.335 0.245 0.215 0.23
H 0.74821 0.47142 2.74099 -0.702 -0.148 -3.017 0.22
H 0.82406 -1.24588 0.32528 -0.939 0.756 1.005 0.22
H -0.77618 -1.02189 1.18679 0.057 0.164 -0.246 0.22
H -1.10321 1.01428 -0.50261 0.812 -0.230 0.213 0.18
H -1.26861 0.04086 -2.51720 0.392 -1.800 0.493 0.19
H -0.37442 -1.64414 -1.95135 -0.326 1.213 0.005 0.19
O 0.55534 0.30542 -1.67567 0.320 -0.073 1.071 -0.50
```
Positions in Å, forces in eV/Å.

For the highest occupied orbital energy, the calculation gives -10.28 eV. The total charge is 0. As for the spin multiplicity: 1. As for the energy: -6322.753 eV. The calculation puts the lowest unoccupied orbital energy at 1.2 eV. As for the gap between HOMO and LUMO: 0.4216 hartree.


No. 2
Below is a 9-piece molecular cluster, C32H80NO9 overall at a distorted geometry, with properties calculated with the ωB97M-V functional and the def2-TZVPD basis.

```
122
Properties=species:S:1:pos:R:3:forces:R:3:mulliken_charge:R:1
C -2.22411 -0.36052 0.42583 0.278 0.511 -0.287 -0.48
C -1.40617 -0.93299 -0.71995 -0.468 -1.745 -1.664 3.89
O -2.02425 -1.76891 -1.65092 -0.605 0.715 1.678 -1.15
H -2.70557 0.56043 0.09698 -0.521 -0.045 0.032 0.00
H -1.51174 -0.04835 1.18949 -0.011 0.008 0.495 -0.16
H -2.94121 -1.07884 0.82318 -0.019 0.111 0.088 0.09
H -0.59347 -1.49465 -0.25933 0.832 -0.140 0.568 -1.50
H -0.91786 -0.11720 -1.25299 0.389 0.827 -0.049 -1.46
C 3.58036 4.11642 2.65868 0.203 0.341 -1.839 -2.06
C 3.76032 2.79121 1.93231 -0.894 -0.714 0.071 1.82
C 2.45967 1.96509 2.17262 0.374 -0.706 -0.012 -1.03
C 2.32932 0.72683 1.28512 0.500 0.585 -0.071 -0.82
C 2.33913 1.17704 -0.18601 0.852 -0.301 1.679 2.07
C 3.65001 1.98082 -0.57499 0.275 -0.239 0.792 1.46
N 3.95845 3.00186 0.48598 -2.255 -0.265 0.074 0.54
O 5.05075 3.82347 0.17841 0.347 -0.251 -0.040 -0.54
C 4.87773 1.11107 -0.82804 -0.922 -1.265 -0.773 -1.46
C 3.29212 2.64776 -1.87179 -0.141 1.099 -0.420 -1.58
C 4.88251 2.03259 2.61920 0.957 -0.750 -0.555 -1.79
H 3.34481 3.94079 3.70833 0.351 0.449 -0.064 0.38
H 2.83043 4.70155 2.12640 -0.737 -0.200 0.381 0.43
H 4.45862 4.69023 2.36285 0.477 0.127 1.209 0.47
H 2.54711 1.61509 3.20119 -0.235 0.192 0.250 0.37
H 1.55248 2.56590 2.10838 0.039 0.262 -0.210 -0.12
H 1.44261 0.13518 1.51273 -0.350 0.281 -0.063 0.09
H 3.13695 0.02816 1.50349 0.366 0.006 -0.121 0.35
H 1.46120 1.81781 -0.26829 0.079 0.082 -0.523 -0.80
H 2.18248 0.24106 -0.72220 0.257 0.445 -0.823 -1.07
H 5.16806 0.55896 0.06582 0.627 0.358 -0.147 0.23
H 4.59071 0.34527 -1.54864 -0.430 -0.456 0.044 0.23
H 5.63300 1.58869 -1.45218 0.461 0.531 1.008 0.42
H 2.47980 3.34571 -1.66908 -0.439 -0.235 -0.308 0.38
H 4.05612 3.27099 -2.33653 0.518 -0.149 0.250 0.54
H 3.03802 1.88901 -2.61194 -0.359 0.067 0.061 0.01
H 5.83178 2.56794 2.63935 -0.098 0.328 0.087 0.35
H 5.10695 1.13649 2.04063 -0.065 -0.190 0.117 0.40
H 4.63028 1.69824 3.62552 -0.052 0.255 0.076 0.36
H 4.61651 4.61069 -0.15821 0.162 0.231 -0.087 0.35
C -2.22680 4.08438 2.12354 -1.459 -0.898 0.454 -1.49
C -1.33849 4.55260 1.03959 -0.838 0.892 -1.084 0.70
C -1.21546 3.60369 -0.12987 1.167 -0.769 0.420 -0.24
O -1.97909 5.74529 0.49022 0.374 0.101 0.980 -0.62
H -1.90754 3.14691 2.57885 0.499 0.069 0.063 0.20
H -3.20914 3.82163 1.73101 -0.269 0.347 -0.014 0.40
H -2.31144 4.85405 2.89071 -0.117 -0.074 0.021 0.38
H -0.44886 4.75532 1.63587 0.902 0.490 -0.983 0.08
H -2.15068 3.08333 -0.33651 0.067 -0.029 0.102 0.14
H -0.41633 2.90327 0.11284 -0.254 -0.630 -0.008 -0.29
H -0.85881 4.03214 -1.06653 -0.152 0.523 0.103 0.39
H -1.41119 6.10460 -0.19534 0.086 -0.079 -0.053 0.33
C -2.86799 -3.65728 2.26905 -0.364 -0.536 1.919 -1.20
C -3.32796 -4.43748 1.06657 0.739 0.965 -1.551 1.20
C -4.23877 -5.57808 1.37799 -1.037 -0.061 0.648 -1.61
O -3.98165 -3.57470 0.11008 0.235 -1.077 1.005 -0.50
H -1.97350 -3.04205 2.36638 -0.025 0.287 -1.347 -0.05
H -2.61476 -4.40533 3.02030 -0.192 -0.245 0.391 0.52
H -3.70648 -3.08987 2.67290 -0.088 0.137 0.053 0.33
H -2.44931 -4.91245 0.63012 0.374 0.255 -0.443 0.01
H -5.27775 -5.25480 1.31383 -0.104 0.129 0.015 0.35
H -4.07426 -5.87206 2.41462 0.013 -0.484 -0.084 0.39
H -4.13489 -6.41651 0.68926 0.179 0.033 0.112 0.36
H -3.31679 -2.91659 -0.10547 0.422 0.594 -1.114 0.10
C -5.74327 -0.85088 -0.82520 0.301 -0.984 -0.125 -1.20
C -5.83412 -0.84562 -2.36871 0.176 1.347 0.977 0.81
C -6.31252 0.47680 -2.86836 -1.062 1.799 -0.609 -1.50
O -4.56062 -1.10093 -2.92907 -1.303 -0.140 -0.228 -0.49
H -4.86193 -0.36619 -0.40519 0.212 0.336 -0.567 0.23
H -5.58585 -1.90090 -0.57869 -0.262 -0.046 0.490 0.23
H -6.57134 -0.42816 -0.25626 -0.418 -0.186 -0.392 0.45
H -6.60605 -1.54443 -2.69103 0.272 -0.682 -0.011 0.16
H -7.29935 0.80287 -2.53984 -0.475 -0.632 0.534 0.43
H -6.45612 0.51004 -3.94835 0.574 -0.152 -0.247 0.37
H -5.73686 1.34945 -2.55984 0.744 -0.234 -0.111 0.25
H -3.95009 -1.11410 -2.18834 1.479 -0.574 0.078 0.23
C -2.55263 1.76976 -3.46991 -0.439 -0.653 0.406 -0.95
C -1.24414 1.60876 -4.17285 1.736 -0.648 -0.095 0.37
C 0.00598 2.02773 -3.37762 -0.146 0.884 -0.803 -0.94
O -1.00676 0.23207 -4.46252 -0.929 -0.167 -0.244 -0.51
H -2.50831 1.38077 -2.45265 0.163 0.228 0.231 -0.26
H -3.30215 1.12127 -3.92354 -0.026 0.110 -0.303 0.35
H -2.89684 2.80355 -3.49973 0.052 0.033 0.163 0.48
H -1.29931 2.15437 -5.11485 0.110 0.323 -0.214 0.42
H 0.00698 3.10921 -3.24164 -0.260 0.138 0.987 0.45
H 0.92640 1.94544 -3.95568 -0.014 -0.523 -0.538 0.46
H 0.15992 1.38022 -2.51441 -0.360 0.455 0.311 -0.12
H -0.22155 0.17313 -5.01167 0.007 0.024 0.155 0.21
C 2.77730 -3.09919 -4.83810 0.475 -0.369 0.521 -1.69
C 1.63981 -2.48503 -3.99385 1.226 0.997 -1.437 0.60
C 2.12692 -1.15977 -3.38514 0.499 -0.735 1.233 -0.30
O 0.54722 -2.19759 -4.81185 -1.351 -0.519 -0.318 -0.58
H 2.53305 -4.10055 -5.19266 0.016 -0.247 0.520 0.41
H 3.64228 -3.06394 -4.17578 0.272 -0.743 -0.033 0.36
H 3.15024 -2.64191 -5.75456 -0.592 0.988 -0.022 0.40
H 1.33878 -3.25468 -3.28313 -0.197 0.391 0.255 0.21
H 3.07505 -1.27618 -2.86017 0.508 -0.267 -0.264 0.41
H 1.52718 -0.79559 -2.55101 -0.791 0.184 -0.607 -0.57
H 2.29241 -0.42481 -4.17289 -0.241 0.161 0.039 0.35
H 0.79618 -1.57960 -5.50301 0.266 -0.084 0.008 0.41
C -0.58600 -0.01916 4.41889 1.482 -0.630 0.490 -0.65
C 0.77512 -0.47697 5.00998 0.168 -0.112 0.874 1.02
C 1.17290 0.39224 6.23999 -0.384 0.595 -0.785 -1.54
O 0.78657 -1.84801 5.41916 -0.949 -0.262 -0.083 -0.59
H -1.37011 0.03311 5.17423 0.092 0.257 0.002 0.50
H -0.92944 -0.65238 3.60086 0.169 0.026 -0.016 -0.12
H -0.24884 0.94708 4.04367 -0.916 0.324 -0.188 0.09
H 1.51288 -0.38398 4.21301 0.145 0.287 -0.104 -0.08
H 0.99000 1.45419 6.07593 -0.139 0.169 -0.429 0.34
H 2.23669 0.37413 6.47689 -0.024 -0.585 0.184 0.37
H 0.53281 0.16771 7.09321 0.253 -0.454 0.067 0.40
H 1.67140 -2.20974 5.50767 0.126 0.375 -0.109 0.34
C 0.95624 -3.14223 1.55816 0.926 0.493 -1.187 -0.98
C 1.60587 -3.51883 0.16032 -0.720 -0.170 2.067 1.55
C 2.62292 -4.60062 0.33698 0.575 0.628 0.304 -1.85
O 0.61295 -4.02423 -0.68663 0.033 0.025 -0.239 -0.65
H 0.25226 -3.92102 1.85141 -0.046 0.145 -0.046 0.36
H 0.49648 -2.15908 1.45744 -0.577 -0.183 0.022 -0.10
H 1.69733 -2.99269 2.34336 0.256 -0.299 0.027 0.43
H 2.12636 -2.66953 -0.28227 -0.153 0.495 -0.046 -0.32
H 3.40601 -4.21930 0.99231 0.221 0.048 0.003 0.35
H 3.06096 -4.72984 -0.65273 0.018 -0.952 0.131 0.43
H 2.19188 -5.45101 0.86533 0.027 -0.351 -0.638 0.41
H -0.09472 -3.37555 -0.69029 -0.703 0.215 -0.548 0.26
```
Positions in Å, forces in eV/Å.

For the highest occupied orbital energy, the calculation gives -3.53 eV. The total charge is -1. As for the spin multiplicity: 1. As for the energy: -54395.202 eV. The calculation puts the lowest unoccupied orbital energy at 2.0 eV. As for the gap between HOMO and LUMO: 0.2044 hartree.


No. 3
Below is C31H41NO2P2ReSi as an isolated structure at a distorted geometry, with properties calculated with the ωB97M-V functional and the def2-TZVPD basis.

```
79
Properties=species:S:1:pos:R:3:forces:R:3:mulliken_charge:R:1
Re -0.45466 -1.16699 0.83070 -0.411 3.396 2.987 0.62
Si -2.78801 -1.51796 0.97424 -1.077 -0.816 -0.588 0.68
P -0.14750 -3.04350 2.02536 0.073 -2.388 0.816 1.08
N -0.05253 -1.98002 -0.68899 2.054 -1.678 -3.677 0.54
H 1.00216 -0.79821 1.74048 0.998 -0.269 -0.242 -0.45
C 1.53426 -3.37051 2.68237 0.101 -0.049 0.057 -1.36
H 1.56096 -4.34311 3.19367 0.014 0.176 -0.108 0.47
H 1.80777 -2.57585 3.38704 -0.055 -0.154 -0.192 0.30
H 2.26060 -3.37109 1.85937 -0.215 0.070 0.170 0.30
C -1.13096 -3.33424 3.55082 0.077 -0.011 0.070 -1.23
H -0.82229 -4.29278 3.98986 -0.117 0.217 -0.028 0.48
H -2.20263 -3.36837 3.32420 0.219 0.029 -0.008 0.26
H -0.94395 -2.52736 4.27098 -0.072 -0.176 -0.161 0.19
C -0.43784 -4.62252 1.11381 0.080 0.016 0.142 -1.25
H -0.25762 -5.47178 1.78617 -0.062 0.116 -0.146 0.51
H 0.25448 -4.68615 0.26339 -0.203 0.118 0.193 0.29
H -1.46603 -4.66474 0.73740 0.209 0.088 0.066 0.25
C -3.83882 -0.87090 2.39247 -0.145 0.163 0.158 -1.08
H -3.73457 0.21874 2.46529 -0.059 -0.162 0.151 0.19
H -3.56722 -1.33263 3.34820 -0.077 0.159 -0.066 0.21
H -4.88788 -1.10907 2.16440 0.229 0.101 0.149 0.41
H -3.35018 -0.81413 -0.21704 -0.336 -0.004 -0.197 -0.37
H -3.22813 -2.94273 0.88334 -0.246 -0.180 -0.139 -0.32
C -0.05486 -2.51230 -1.93540 -0.645 0.210 0.590 -0.61
C 1.08690 -3.00409 -4.03175 -0.122 -0.078 0.189 -0.63
C 1.13196 -2.53768 -2.72804 -0.296 0.094 0.299 0.03
C -1.26794 -3.01427 -2.49978 0.226 0.040 0.077 0.34
C -1.27764 -3.51908 -3.79096 0.112 0.090 0.204 -0.66
C -0.10729 -3.51363 -4.55873 0.037 -0.042 -0.356 -0.45
H 1.99455 -2.97903 -4.63661 -0.230 -0.104 0.086 0.37
H 2.04625 -2.16617 -2.25669 -0.251 -0.104 -0.277 0.47
H -2.16620 -2.97575 -1.87133 0.324 -0.064 -0.325 0.22
H -2.20539 -3.91980 -4.19986 0.222 0.082 0.006 0.36
H -0.12387 -3.91335 -5.57281 0.001 0.124 0.224 0.37
C -0.48537 0.65494 3.69226 -1.314 -0.911 -1.567 0.79
O -0.93725 -0.16324 2.86177 0.887 1.669 1.771 -0.24
C 0.61770 1.62254 3.41612 0.593 0.012 0.065 -0.74
H 1.06722 1.93546 4.36756 -0.065 0.010 -0.242 0.52
H 0.22620 2.52204 2.91876 -0.018 -0.284 0.083 0.08
H 1.38843 1.17440 2.78047 -0.280 0.005 0.026 -0.11
C -1.15365 0.79942 5.02257 -0.162 -0.161 0.414 -1.56
H -0.42720 0.60388 5.82310 -0.115 0.065 -0.124 0.38
H -2.00414 0.12265 5.13190 0.154 0.074 -0.132 0.28
H -1.49911 1.83553 5.15348 0.135 -0.196 -0.062 0.41
O -0.44380 0.74300 0.01121 0.378 1.838 -0.798 -0.35
P 0.33969 1.72975 -0.86866 -0.745 -1.588 0.891 1.34
C 1.99144 1.10920 -1.16904 0.469 0.076 -0.607 0.39
C 2.84323 0.93752 -0.06865 0.027 -0.141 0.083 0.30
C 4.12671 0.42273 -0.24455 -0.132 0.087 -0.130 -0.87
C 4.57440 0.09153 -1.52754 -0.264 0.060 -0.006 -0.44
C 3.73313 0.27576 -2.62998 0.004 0.018 0.068 -0.71
C 2.44455 0.78757 -2.45960 0.133 0.026 0.363 -0.53
C -0.57038 2.01022 -2.38601 -0.133 0.506 -0.549 -0.02
C -0.98780 3.30492 -2.74680 0.056 -0.289 -0.078 -0.66
C -1.74629 3.49716 -3.90327 0.033 -0.134 0.031 -0.65
C -2.07861 2.40830 -4.71580 0.191 -0.057 0.277 -0.55
C -1.65372 1.12006 -4.36556 0.014 0.184 0.075 -0.74
C -0.91308 0.91878 -3.20022 0.049 -0.088 0.063 -0.11
C 0.50777 3.28297 0.00224 0.241 0.646 0.065 0.41
C -0.58105 3.76730 0.74313 0.144 0.150 -0.119 -0.74
C -0.49910 5.01900 1.35529 0.081 -0.112 -0.053 -0.51
C 0.66897 5.78146 1.24669 -0.002 -0.193 -0.098 -0.53
C 1.75955 5.29267 0.52132 -0.111 -0.066 0.043 -0.63
C 1.68403 4.04707 -0.10337 -0.380 0.029 0.097 -0.41
H 2.49242 1.19302 0.93471 0.128 -0.135 -0.370 0.18
H 4.77420 0.28490 0.62321 -0.187 0.019 -0.283 0.41
H 5.58003 -0.31249 -1.66522 -0.335 0.131 0.019 0.37
H 4.07659 0.01439 -3.63236 -0.083 0.079 0.304 0.39
H 1.79275 0.94093 -3.31963 0.191 -0.100 0.197 0.40
H -0.71742 4.15574 -2.11923 -0.119 -0.205 -0.210 0.35
H -2.07766 4.50321 -4.16500 0.092 -0.300 0.044 0.40
H -2.66969 2.56326 -5.62092 0.193 -0.057 0.287 0.38
H -1.90109 0.26679 -4.99914 0.060 0.235 0.226 0.48
H -0.59635 -0.09047 -2.91348 -0.163 0.274 -0.121 0.28
H -1.48951 3.16507 0.82437 0.270 0.165 -0.026 0.39
H -1.35681 5.39629 1.91269 0.257 -0.060 -0.113 0.41
H 0.72768 6.75942 1.72753 -0.018 -0.290 -0.144 0.38
H 2.67411 5.87988 0.43234 -0.268 -0.127 0.062 0.40
H 2.53241 3.66657 -0.67427 -0.247 0.123 0.155 0.43
```
Positions in Å, forces in eV/Å.

For the highest occupied orbital energy (alpha / beta), the calculation gives -3.93 / -6.83 eV. The total charge is 0. As for the spin multiplicity: 4. As for the energy: -66981.185 eV. The calculation puts the lowest unoccupied orbital energy (alpha / beta) at 0.1 / 0.1 eV. As for the gap between HOMO and LUMO (alpha / beta): 0.1498 / 0.2553 hartree.


What did the first record say?
Below is one molecule with the formula C4H8O at a distorted geometry, with properties calculated with the ωB97M-V functional and the def2-TZVPD basis.

```
13
Properties=species:S:1:pos:R:3:forces:R:3:nbo_charge:R:1
C 0.63328 0.59057 1.52833 1.440 3.211 3.064 -0.62
C 0.05115 -0.48833 0.70344 0.786 -1.278 -1.836 -0.46
C -0.38184 0.17444 -0.59425 -1.186 -0.145 0.045 0.06
C -0.57506 -0.54653 -1.83603 -0.682 0.416 -1.640 -0.13
H -0.08978 1.58653 1.35929 2.363 -2.330 0.630 0.20
H 1.75706 0.76325 1.23298 -2.335 0.245 0.215 0.23
H 0.74821 0.47142 2.74099 -0.702 -0.148 -3.017 0.22
H 0.82406 -1.24588 0.32528 -0.939 0.756 1.005 0.22
H -0.77618 -1.02189 1.18679 0.057 0.164 -0.246 0.22
H -1.10321 1.01428 -0.50261 0.812 -0.230 0.213 0.18
H -1.26861 0.04086 -2.51720 0.392 -1.800 0.493 0.19
H -0.37442 -1.64414 -1.95135 -0.326 1.213 0.005 0.19
O 0.55534 0.30542 -1.67567 0.320 -0.073 1.071 -0.50
```
Positions in Å, forces in eV/Å.

For the highest occupied orbital energy, the calculation gives -10.28 eV. The total charge is 0. As for the spin multiplicity: 1. As for the energy: -6322.753 eV. The calculation puts the lowest unoccupied orbital energy at 1.2 eV. As for the gap between HOMO and LUMO: 0.4216 hartree.


> The highest spin multiplicity belongs to which entry?

C31H41NO2P2ReSi


> Look up the spin multiplicity of the third one.

4